[1]
{
  "formula": "C12H8Cl2N15O5RuSSe",
  "method": "ωB97M-V/def2-TZVPD",
  "orbital_gap_ev": [6.11, 6.07],
  "e_tot_ha": -5474.62172,
  "multiplicity": 2,
  "total_charge": -2,
  "e_homo_ev": [-3.18, -3.13],
  "elements": ["Ru", "N", "C", "N", "N", "N", "N", "C", "N", "N", "N", "N", "H", "Se", "N", "C", "C", "C", "C", "N", "C", "N", "H", "H", "H", "N", "C", "N", "C", "N", "C", "S", "O", "O", "O", "H", "H", "H", "Cl", "C", "Cl", "C", "O", "O", "H"],
  "positions_angstrom": [[-0.266, -0.370, -0.046], [-1.173, 2.769, 0.841], [-1.608, 1.739, 1.648], [-2.277, 1.946, 2.764], [-2.436, 0.706, 3.285], [-1.898, -0.182, 2.533], [-1.348, 0.445, 1.465], [-0.630, 2.618, -0.414], [-0.463, 3.620, -1.252], [0.111, 3.041, -2.338], [0.273, 1.783, -2.161], [-0.183, 1.468, -0.921], [-1.588, 3.665, 1.029], [3.140, -2.529, 1.411], [4.190, -1.395, 2.298], [3.587, -0.217, 2.268], [4.034, 1.027, 2.800], [3.227, 2.106, 2.631], [1.978, 1.999, 1.928], [1.533, 0.889, 1.429], [2.316, -0.206, 1.614], [1.883, -1.337, 1.132], [4.982, 1.093, 3.319], [3.514, 3.075, 3.017], [1.359, 2.879, 1.784], [-3.434, -4.957, 3.168], [-2.572, -4.560, 2.496], [-1.554, -4.268, 1.727], [-1.230, -3.130, 1.232], [-0.776, -2.190, 0.726], [0.902, -2.682, -3.408], [1.762, -2.254, -1.921], [3.157, -2.048, -2.260], [1.529, -3.347, -0.985], [1.127, -0.965, -1.524], [1.197, -3.689, -3.697], [1.180, -1.955, -4.169], [-0.163, -2.623, -3.194], [-3.930, -1.374, -3.826], [-3.566, -2.047, -2.207], [-2.856, -3.666, -2.358], [-2.664, -1.062, -1.431], [-3.253, -0.298, -0.688], [-1.413, -1.148, -1.693], [-4.510, -2.146, -1.690]]
}

=====

[2]
{
  "formula": "C12H8FNReS7Sb",
  "method": "ωB97M-V/def2-TZVPD",
  "orbital_gap_ev": [5.46, 5.28],
  "e_tot_ha": -3722.71409,
  "multiplicity": 3,
  "total_charge": -2,
  "e_homo_ev": [-1.06, -0.87],
  "elements": ["Re", "S", "C", "S", "S", "S", "C", "C", "C", "C", "C", "N", "H", "H", "H", "H", "S", "Sb", "S", "S", "F", "C", "C", "C", "C", "C", "C", "H", "H", "H", "H"],
  "positions_angstrom": [[0.648, 0.121, -1.502], [4.987, -1.478, -1.458], [3.438, -0.912, -1.559], [3.044, 0.725, -1.874], [2.043, -1.911, -1.319], [1.150, 3.213, -0.177], [1.247, 1.873, 0.948], [1.520, 2.197, 2.272], [1.588, 1.195, 3.217], [1.390, -0.118, 2.792], [1.128, -0.361, 1.466], [1.050, 0.602, 0.532], [1.683, 3.237, 2.518], [1.787, 1.423, 4.255], [1.443, -0.948, 3.479], [0.982, -1.373, 1.103], [-1.572, 2.620, -5.218], [0.463, 2.113, -4.354], [-0.119, 2.336, -1.636], [0.236, -0.264, -3.819], [-4.453, -2.210, 1.365], [-3.410, -1.712, 0.619], [-3.406, -0.373, 0.291], [-2.326, 0.132, -0.414], [-1.233, -0.664, -0.790], [-1.335, -2.029, -0.486], [-2.406, -2.563, 0.207], [-4.232, 0.261, 0.587], [-2.329, 1.183, -0.676], [-0.540, -2.697, -0.798], [-2.465, -3.620, 0.429]]
}

=====

[3]
{
  "formula": "C12H8IrN3O6S",
  "method": "ωB97M-V/def2-TZVPD",
  "orbital_gap_ev": 8.20,
  "e_tot_ha": -1580.39363,
  "e_homo_ev": -9.47,
  "elements": ["Ir", "O", "C", "N", "C", "O", "C", "C", "C", "C", "C", "N", "C", "C", "C", "C", "C", "N", "H", "H", "H", "H", "H", "H", "H", "H", "O", "S", "O", "O", "O"],
  "positions_angstrom": [[-0.054, -0.147, -0.153], [-1.450, 3.595, 0.346], [-1.256, 2.427, 0.164], [-0.018, 1.774, 0.079], [1.242, 2.384, 0.147], [1.478, 3.546, 0.311], [2.348, 1.353, -0.001], [3.670, 1.732, 0.011], [4.642, 0.751, -0.145], [4.253, -0.566, -0.310], [2.903, -0.883, -0.311], [1.979, 0.065, -0.154], [-2.398, 1.435, 0.026], [-3.706, 1.862, 0.056], [-4.714, 0.917, -0.089], [-4.374, -0.413, -0.260], [-3.037, -0.779, -0.278], [-2.078, 0.135, -0.133], [3.908, 2.779, 0.137], [5.690, 1.017, -0.140], [4.978, -1.355, -0.442], [2.539, -1.894, -0.450], [-3.905, 2.916, 0.187], [-5.752, 1.219, -0.067], [-5.130, -1.176, -0.377], [-2.713, -1.803, -0.417], [-0.089, -1.382, -1.723], [-0.107, -2.758, -0.968], [1.100, -3.484, -1.234], [-0.082, -2.114, 0.433], [-1.347, -3.437, -1.206]]
}

=====

[4]
{
  "formula": "C12H8MoN3O2Se4",
  "method": "ωB97M-V/def2-TZVPD",
  "orbital_gap_ev": [5.72, 6.51],
  "e_tot_ha": -10450.63511,
  "multiplicity": 3,
  "total_charge": 1,
  "e_homo_ev": [-11.45, -11.65],
  "elements": ["Mo", "O", "C", "N", "C", "O", "C", "C", "C", "C", "C", "N", "C", "C", "C", "C", "C", "N", "H", "H", "H", "H", "H", "H", "H", "H", "Se", "Se", "Se", "Se"],
  "positions_angstrom": [[-0.029, -0.040, 0.559], [-1.379, 3.910, 0.101], [-1.229, 2.733, 0.255], [-0.026, 2.022, 0.328], [1.201, 2.699, 0.258], [1.379, 3.869, 0.084], [2.370, 1.755, 0.435], [3.658, 2.238, 0.484], [4.697, 1.336, 0.662], [4.408, -0.014, 0.778], [3.092, -0.429, 0.716], [2.088, 0.444, 0.545], [-2.414, 1.812, 0.411], [-3.695, 2.317, 0.455], [-4.749, 1.432, 0.623], [-4.481, 0.077, 0.741], [-3.171, -0.357, 0.687], [-2.151, 0.498, 0.518], [3.812, 3.303, 0.384], [5.721, 1.682, 0.711], [5.187, -0.750, 0.917], [2.818, -1.470, 0.808], [-3.829, 3.385, 0.360], [-5.767, 1.795, 0.668], [-5.271, -0.647, 0.877], [-2.915, -1.401, 0.788], [-0.140, -0.305, 2.988], [1.065, -2.276, 3.247], [-0.173, -3.662, 1.853], [-0.163, -2.343, -0.050]]
}

=====

[5]
{
  "formula": "C12H8N2Si",
  "method": "ωB97M-V/def2-TZVPD",
  "orbital_gap_ev": [6.68, 6.68],
  "e_tot_ha": -860.79134,
  "e_homo_ev": [-8.47, -8.47],
  "elements": ["C", "C", "C", "C", "C", "C", "C", "C", "C", "C", "C", "C", "N", "N", "Si", "H", "H", "H", "H", "H", "H", "H", "H"],
  "positions_angstrom": [[2.177, 0.329, -3.016], [0.019, 2.480, -2.487], [0.456, -2.748, 1.947], [-0.745, -2.075, 2.387], [1.127, -2.157, 0.933], [-1.025, -0.809, 2.036], [1.381, -0.738, -0.916], [1.288, 0.334, -1.835], [0.433, 1.336, -1.939], [0.579, -1.020, 0.170], [-0.450, -0.233, 0.762], [-1.015, 0.828, 0.208], [2.992, 0.315, -3.821], [-0.310, 3.516, -2.797], [-2.058, 2.353, 0.215], [0.644, -3.572, 2.598], [-1.309, -2.381, 3.181], [2.148, -2.465, 0.515], [-1.796, -0.126, 2.411], [2.141, -1.344, -1.225], [-2.726, 2.184, 1.421], [-2.998, 2.501, -0.951], [-0.952, 3.492, 0.203]]
}

=====

[6]
{
  "formula": "C12H9AgIOS2",
  "method": "ωB97M-V/def2-TZVPD",
  "orbital_gap_ev": 6.96,
  "e_tot_ha": -1779.01200,
  "total_charge": -1,
  "e_homo_ev": -4.41,
  "elements": ["Ag", "I", "C", "C", "C", "C", "C", "C", "C", "C", "C", "C", "H", "H", "H", "H", "H", "H", "C", "O", "C", "S", "S", "H", "H", "H"],
  "positions_angstrom": [[0.280, 1.006, 1.716], [-2.423, 2.240, 0.661], [-2.332, 0.737, -0.805], [-3.353, 0.769, -1.714], [-3.417, -0.189, -2.745], [-2.457, -1.149, -2.826], [-1.393, -1.200, -1.892], [-0.420, -2.221, -2.008], [0.606, -2.285, -1.116], [0.702, -1.329, -0.083], [-0.200, -0.297, 0.101], [-1.287, -0.240, -0.836], [-4.117, 1.530, -1.642], [-4.231, -0.152, -3.459], [-2.489, -1.899, -3.609], [-0.516, -2.941, -2.813], [1.352, -3.067, -1.197], [1.541, -1.428, 0.597], [3.531, 1.469, 1.965], [3.519, 1.086, 3.334], [2.531, 1.464, 4.170], [2.792, 1.142, 5.773], [1.129, 2.285, 3.575], [4.557, 1.312, 1.635], [3.240, 2.511, 1.843], [2.856, 0.846, 1.374]]
}

=====

[7]
{
  "formula": "C12H9ClO3",
  "method": "ωB97M-V/def2-TZVPD",
  "orbital_gap_ev": 8.59,
  "e_tot_ha": -1148.55471,
  "smiles": "COCc1cccc2c1C(=O)C=C(Cl)C2=O",
  "e_homo_ev": -9.88,
  "elements": ["C", "O", "C", "C", "C", "C", "C", "C", "C", "C", "O", "C", "C", "Cl", "C", "O", "H", "H", "H", "H", "H", "H", "H", "H", "H"],
  "positions_angstrom": [[0.638, -0.651, 3.118], [-0.348, 0.360, 3.057], [-0.212, 1.181, 1.913], [-0.701, 0.403, 0.667], [-1.860, -0.337, 0.839], [-2.361, -1.082, -0.205], [-1.673, -1.073, -1.405], [-0.543, -0.340, -1.590], [-0.027, 0.443, -0.533], [1.205, 1.259, -0.784], [1.506, 2.272, -0.185], [2.119, 0.804, -1.900], [1.624, 0.061, -2.875], [2.714, -0.413, -4.170], [0.172, -0.360, -2.920], [-0.365, -0.715, -3.948], [1.461, -0.414, 3.808], [0.148, -1.556, 3.501], [1.078, -0.909, 2.144], [-0.869, 2.055, 1.995], [0.820, 1.521, 1.790], [-2.359, -0.308, 1.802], [-3.262, -1.663, -0.041], [-2.054, -1.686, -2.220], [3.149, 1.147, -1.858]]
}